The following is a quantum chemistry calculation of a cluster of 13 separate species, C44H123N9O13 in total in a non-equilibrium geometry, from the Open Molecules 2025 dataset.

```
189
Properties=species:S:1:pos:R:3:forces:R:3
C -0.391023 -16.129637 6.516680 0.3861 0.4499 0.3987
C -1.228725 -15.502925 5.409502 -0.4489 -0.4336 0.2305
O -1.320377 -14.130885 5.665913 0.8935 1.1778 0.9170
H -0.061506 -17.156770 6.362832 -0.5026 -0.1171 -0.2402
H -0.881332 -16.053003 7.488262 -0.1243 -0.1303 -0.0366
H 0.544436 -15.574565 6.630214 -0.0822 0.2208 -0.1206
H -2.267143 -15.859555 5.442021 0.2531 -0.7148 -0.3285
H -0.740201 -15.740075 4.456738 -0.2917 0.1367 -0.1783
H -1.843605 -13.558625 5.079592 0.0419 -0.8552 -0.4508
C -8.236329 -14.466635 4.900335 -0.4368 -0.5387 -0.4350
C -7.776196 -13.026950 5.098093 0.2406 -0.6680 0.0169
O -8.834364 -12.094078 5.165774 -0.1639 -0.0724 0.0387
H -8.696277 -14.925873 5.779288 0.1582 0.2068 0.2143
H -7.436881 -15.133007 4.567853 0.2927 0.1831 0.2921
H -8.983315 -14.578177 4.109209 -0.0473 0.4532 -0.0499
H -7.140655 -12.749601 4.256337 -0.0724 0.2082 0.0297
H -7.172389 -12.976237 6.010761 0.1449 0.0356 -0.0624
H -9.424661 -12.398416 5.864171 -0.0810 0.1667 -0.0464
C -4.664538 -14.844831 6.620179 1.1092 -0.3226 -0.4689
C -4.129572 -13.855904 7.674411 -1.0965 -0.7876 -0.3646
O -5.057785 -13.899460 8.751309 -0.1103 0.1502 0.3526
H -5.743928 -14.873270 6.479950 -0.0429 0.5282 0.2030
H -4.381260 -15.872675 6.864437 0.0004 0.0423 0.3156
H -4.176309 -14.667008 5.656629 -0.1458 0.1588 -0.0831
H -4.042047 -12.845061 7.270894 0.0048 0.0268 0.0258
H -3.154777 -14.186883 8.036902 0.0966 0.1272 -0.1566
H -5.415635 -13.016827 8.972772 0.1859 0.1285 0.3247
C -2.774237 -17.749641 10.768431 -0.5757 -0.4099 0.5752
C -3.264235 -16.417422 10.245004 0.7984 0.3529 -0.7581
O -4.638505 -16.425243 9.945927 -0.3589 -0.6240 0.2734
H -2.693760 -18.548116 10.030003 0.1952 0.2993 -0.3032
H -3.470176 -18.165027 11.504050 -0.0677 0.2861 0.1276
H -1.827371 -17.613947 11.291064 0.1370 -0.0872 -0.2081
H -2.697811 -16.176950 9.333402 0.0542 -0.0699 -0.0958
H -2.965704 -15.617943 10.935405 -0.4225 -0.0062 0.3043
H -4.924511 -15.555525 9.629147 0.3002 0.2026 -0.1155
C -2.907342 -12.012091 14.059822 0.4419 0.3558 -0.5763
C -4.126552 -12.562694 14.788966 1.5628 -0.2885 -0.0863
C -4.708791 -13.780429 14.082803 -1.5184 0.5554 -0.4359
O -5.127572 -13.353436 12.790298 0.4821 -0.3646 -0.5296
C -5.817289 -14.374560 12.075742 -0.5774 0.3257 0.1591
N -3.623451 -12.987230 16.091889 -0.5606 -0.6416 0.5618
H -3.065709 -11.849597 12.991447 -0.2806 0.1360 0.1038
H -2.033113 -12.662424 14.123529 -0.2489 -0.3440 0.2025
H -2.580273 -11.071834 14.511148 -0.1573 0.0968 -0.0567
H -4.866172 -11.757808 14.847511 -0.3187 -0.2392 -0.0973
H -5.631213 -14.082703 14.600521 0.0870 -0.1280 0.3504
H -4.094815 -14.681093 14.005950 0.5505 0.2986 0.1443
H -5.369679 -15.367509 12.129369 0.2235 0.0584 0.2613
H -5.884507 -14.122036 11.019878 0.2647 0.3245 0.0799
H -6.846348 -14.415481 12.447225 -0.0919 -0.2928 0.1172
H -4.305154 -13.579172 16.557393 0.0361 0.0619 0.0602
H -3.424805 -12.229560 16.731589 0.0124 0.1941 -0.2202
C -6.873954 -10.417652 7.994967 -1.0414 -0.3460 0.5218
C -7.094499 -10.636881 9.493226 0.8807 0.3453 0.8975
C -8.440780 -11.212729 9.955224 0.5604 -0.4979 -0.1367
O -9.517540 -10.306375 9.982352 -0.2910 -0.0842 0.2424
C -9.344924 -9.246702 10.887584 0.2493 1.2158 -0.0265
N -5.951678 -11.436100 10.005877 0.1500 0.0376 -0.0071
H -7.498582 -9.569521 7.711839 0.1574 -0.0499 -0.4519
H -7.213888 -11.314204 7.471092 -0.1004 0.1135 -0.1418
H -5.831366 -10.279207 7.718059 0.0534 0.2921 0.2746
H -6.971754 -9.696660 10.047904 -0.5036 0.3760 -0.4629
H -8.250052 -11.645742 10.946417 -0.1844 0.1766 0.2229
H -8.761089 -12.057106 9.340825 0.0341 0.1146 -0.2373
H -10.265609 -8.716112 11.137198 -0.4422 -0.6180 -0.3587
H -8.742273 -8.460556 10.419507 0.2960 -0.0541 0.1903
H -8.905812 -9.507939 11.855203 0.2078 -0.4291 -0.1470
H -5.196084 -10.746183 9.955292 0.2601 -0.8900 -0.4660
H -5.998499 -11.598309 11.012506 -0.4628 -0.2666 -0.0636
C -1.023233 -19.636016 2.767302 -0.6936 1.1232 0.1079
C -1.110881 -19.463369 4.286860 0.1504 -0.3205 0.0998
C -2.554665 -19.225785 4.767701 0.7762 -0.9890 -0.1401
O -2.564196 -19.038399 6.158931 0.0361 0.1420 0.5744
C -3.882700 -18.941430 6.652423 -0.4021 0.5191 0.2693
N -0.508110 -20.682473 4.882399 -0.4427 0.8536 0.3987
H -0.005868 -19.742865 2.401644 0.0486 -0.2572 0.2379
H -1.441090 -18.756286 2.265146 0.0045 0.0477 -0.0045
H -1.650068 -20.468125 2.442360 0.2096 -0.2266 0.0707
H -0.563917 -18.606259 4.686324 0.4162 -0.0078 -0.4719
H -3.032849 -20.191662 4.543512 -0.7531 0.3536 -0.2582
H -3.020371 -18.355493 4.293262 -0.1257 -0.2075 -0.3137
H -4.419531 -19.891506 6.658156 0.0249 -0.1124 -0.3894
H -4.444863 -18.184996 6.094081 -0.1724 -0.2197 -0.3399
H -3.935647 -18.564396 7.675827 0.6820 -0.1034 0.1119
H -1.224459 -21.405159 4.860879 0.1420 -0.1586 -0.0121
H -0.388033 -20.456492 5.866844 0.0693 -0.3449 0.0503
C -7.641662 -21.700197 8.018541 0.7824 -0.2488 -0.1465
C -6.905948 -20.509330 8.638331 -0.3612 -0.5329 -0.1374
C -7.435419 -19.165421 8.152006 0.2877 -0.1080 -0.9843
O -7.308402 -19.240055 6.728576 -0.2850 0.4161 -0.1458
C -7.853511 -18.153979 5.996863 0.7037 -0.4810 -0.2400
N -6.963889 -20.677386 10.099244 -0.5634 0.6832 -0.1801
H -7.309354 -21.919953 7.003549 -0.3340 0.5799 -0.2317
H -8.723935 -21.577835 8.054910 -0.0319 -0.2543 0.0720
H -7.269890 -22.588324 8.535067 -0.5729 -0.0045 0.4275
H -5.884814 -20.622686 8.267448 0.2052 0.3739 0.3828
H -6.829536 -18.353966 8.574142 0.0249 0.1246 -0.0705
H -8.488802 -18.952596 8.369172 -0.0699 -0.3183 0.4325
H -8.908297 -17.949153 6.193913 -0.0022 0.0712 0.4681
H -7.803437 -18.434035 4.944061 0.0725 -0.0960 -0.0248
H -7.216718 -17.273382 6.112727 -0.2543 0.3100 0.2137
H -7.965040 -20.758591 10.281624 0.0902 -0.3279 0.2889
H -6.751187 -19.788987 10.552627 0.3702 -0.0548 -0.0408
C -0.299467 -14.104559 2.237209 0.4261 1.6963 0.5992
C -1.802242 -14.045358 2.058172 -0.3595 -1.4210 1.0867
C -2.454054 -12.719262 2.431781 0.1875 0.4269 -1.1292
O -2.625810 -12.591583 3.826965 0.4525 0.2392 0.0521
C -3.136315 -11.329514 4.216402 -0.7260 -0.2122 0.3689
N -2.155491 -14.495371 0.729691 -0.7672 0.3066 -0.8998
H -0.012110 -13.968495 3.283625 -0.1840 -0.6143 0.1233
H 0.148978 -13.187819 1.835162 -0.0250 -0.2263 -0.6368
H 0.188715 -14.966542 1.791320 -0.1494 -0.1339 0.0962
H -2.267565 -14.736222 2.780870 0.2958 -0.1189 0.2331
H -3.423285 -12.633833 1.925011 -0.1308 -0.1534 0.0440
H -1.847340 -11.894277 2.038096 0.0574 0.1134 0.1313
H -2.943464 -11.173943 5.277792 0.2234 -0.1747 -0.0053
H -4.225194 -11.356738 4.109585 -0.0586 0.2487 -0.1871
H -2.734122 -10.477102 3.667442 0.1939 -0.1895 -0.2155
H -3.121114 -14.834966 0.717380 0.3453 0.3375 0.0834
H -1.631094 -15.317281 0.458347 0.3652 0.1469 0.1467
C -6.783416 -14.542359 -1.611669 0.0420 -0.3501 -0.0504
C -5.595406 -15.232786 -0.939128 -0.4777 -0.5713 0.8854
C -5.783911 -15.300630 0.583862 -0.6572 1.6203 -0.3528
O -4.693826 -15.901935 1.222033 -0.0490 -1.0125 -0.2078
C -4.806744 -15.946900 2.623147 0.6579 0.7122 0.7968
N -5.451133 -16.564798 -1.497277 0.9163 -0.9064 -0.0248
H -7.057704 -13.575927 -1.189702 0.1260 -0.0126 0.1000
H -7.642030 -15.215411 -1.544585 -0.1028 0.0980 0.1727
H -6.611326 -14.429418 -2.681255 0.2256 0.0965 0.0470
H -4.655656 -14.688246 -1.063941 -0.0631 0.0157 -0.4335
H -6.730294 -15.770015 0.879265 0.0045 -0.2125 -0.1457
H -5.864712 -14.231601 0.846494 0.0103 -0.0830 0.6092
H -4.105055 -16.641360 3.089846 0.0583 -0.3344 -0.6170
H -5.795330 -16.196857 3.015268 -0.1900 0.0882 -0.3610
H -4.468913 -14.978724 3.012761 -0.5047 0.1785 0.2230
H -4.609886 -16.966359 -1.083804 0.2186 0.1639 -0.3727
H -6.132620 -17.218278 -1.115185 -0.5344 0.4366 -0.1710
C -1.898280 -11.023180 10.104513 0.7819 -0.1887 -0.9564
C -2.697050 -9.806651 10.542992 0.0362 -0.5837 -0.0222
C -1.945280 -8.517176 10.847770 0.2344 -0.0632 -0.0571
O -1.127030 -8.632370 11.991083 -0.2936 -0.1082 -0.0334
C -0.505242 -7.424921 12.349441 0.2150 0.9363 -0.0038
N -3.702849 -9.541577 9.494150 -0.4662 1.2198 0.1471
H -1.358875 -10.838457 9.167677 0.0035 0.2721 0.0011
H -2.562277 -11.850424 9.846560 -0.2332 0.0738 0.2934
H -1.139442 -11.405666 10.786857 -0.1999 0.3203 0.3944
H -3.218367 -10.160113 11.436730 -0.2100 0.4863 0.1201
H -2.688043 -7.716541 10.957647 -0.0870 0.0093 0.3470
H -1.337464 -8.199502 9.989079 0.0868 -0.2662 -0.1905
H 0.574791 -7.436888 12.184026 0.0305 -0.3478 0.0794
H -0.704984 -7.154255 13.387941 0.0391 -0.3847 0.1168
H -0.860094 -6.560508 11.776632 -0.2310 -0.1938 -0.1993
H -4.439065 -8.959941 9.902654 -0.0779 -0.2776 0.2759
H -3.359979 -8.840415 8.835855 0.5527 -0.5277 -0.2909
C 2.343129 -17.658752 9.549403 -1.2549 0.6434 -0.1809
C 2.610681 -16.378746 10.345523 0.6994 -0.9927 0.2111
C 1.403773 -15.519783 10.673925 -0.4283 0.6609 -1.3060
O 0.977004 -14.988111 9.413543 -0.5159 -0.2871 -0.0764
C 0.042335 -13.938429 9.508277 0.3637 0.6299 -0.0686
N 3.283969 -16.801952 11.567822 0.4544 0.2245 0.4740
H 1.612023 -18.307495 10.036632 -0.0620 0.1291 0.1316
H 3.223600 -18.275447 9.377458 0.2284 0.3395 -0.1073
H 1.906722 -17.297738 8.614523 0.1114 -0.5303 -0.2149
H 3.248729 -15.783229 9.678836 -0.0100 0.3109 0.2261
H 1.694272 -14.662910 11.293084 0.1217 -0.1826 0.3395
H 0.530702 -16.014371 11.107912 0.3357 -0.3856 0.3714
H -0.871763 -14.099319 10.090897 0.1543 -0.6247 0.2528
H -0.296577 -13.664590 8.508959 0.2261 -0.1413 -0.1440
H 0.555861 -13.075766 9.947191 -0.1471 0.2160 0.0455
H 3.728828 -16.037413 12.068553 -0.2608 0.1374 -0.0639
H 4.054862 -17.407174 11.310399 -0.0892 -0.1616 0.0617
C -10.613479 -15.456020 12.688883 1.4504 0.2907 -0.6318
C -10.959754 -15.748600 11.208940 -1.3849 0.0731 1.6193
C -10.132405 -16.893271 10.618602 0.8613 0.1058 0.4509
O -8.735079 -16.603430 10.658624 0.0577 0.4160 -0.3782
C -8.345781 -15.667266 9.666089 -0.0310 -0.4154 0.0928
N -12.408024 -16.060193 11.226464 -0.2007 -0.3222 -0.8562
H -9.679048 -14.883920 12.707379 0.0731 -0.2366 0.3810
H -10.477247 -16.382555 13.249894 0.0681 -0.0364 -0.0579
H -11.360839 -14.861897 13.209979 -0.1994 0.0853 -0.3075
H -10.833049 -14.832626 10.630747 0.0995 -0.1077 -0.1463
H -10.416818 -17.138536 9.590880 -0.2918 0.0601 0.0244
H -10.155484 -17.792565 11.237561 -0.7189 0.0097 -0.0092
H -8.821871 -14.697541 9.829651 0.1467 0.1437 -0.0545
H -8.621723 -16.037768 8.671660 -0.0816 0.0460 -0.0880
H -7.262029 -15.578348 9.690390 -0.0234 0.0925 0.1227
H -12.963026 -15.220722 11.120827 0.1409 0.0838 -0.2516
H -12.673732 -16.396052 12.141696 0.1140 -0.3209 0.0272
```
Positions in Å, forces in eV/Å.

As for the total energy: -3220.8811 Ha.